43
Properties=species:S:1:pos:R:3 method="wB97M-V/def2-TZVPD" homo_lumo_gap_ev=8.61 e_tot_ev=-23018.97688 homo_energy_ev=-8.1 de_lowest_kj_mol=342.32
C 1.483 1.785 -1.580
C 2.668 2.639 -1.140
C 3.857 1.823 -0.614
C 3.928 1.708 0.912
C 2.729 1.029 1.574
C 2.571 -0.437 1.178
C 1.275 -1.030 1.724
C 1.000 -2.429 1.161
C 0.988 -2.432 -0.348
O 1.798 -3.000 -1.048
N -0.025 -1.724 -0.937
N -0.982 -1.098 -0.237
C -1.889 -0.408 -0.827
C -2.005 -0.214 -2.315
C -2.861 0.226 0.031
C -2.979 0.222 1.402
C -4.110 1.006 1.703
C -4.601 1.431 0.504
O -3.857 0.968 -0.508
H 0.697 2.418 -1.990
H 1.066 1.222 -0.750
H 1.794 1.082 -2.352
H 2.344 3.347 -0.374
H 2.996 3.226 -2.002
H 3.841 0.829 -1.061
H 4.784 2.302 -0.940
H 4.029 2.714 1.329
H 4.833 1.154 1.171
H 2.849 1.093 2.658
H 1.818 1.575 1.320
H 3.426 -1.010 1.543
H 2.564 -0.522 0.091
H 1.325 -1.090 2.814
H 0.438 -0.380 1.462
H 0.027 -2.773 1.514
H 1.773 -3.126 1.485
H -0.019 -1.703 -1.957
H -2.860 0.414 -2.543
H -2.134 -1.175 -2.815
H -1.105 0.262 -2.704
H -2.330 -0.284 2.086
H -4.506 1.225 2.673
H -5.443 2.045 0.252